Record 1
Computed, not measured: C24H46Cl2N3O7PmSSi as an isolated structure at a distorted geometry, with ωB97M-V with the def2-TZVPD basis set.

Computed properties:
* highest occupied orbital energy (alpha / beta): -7.1 / -7.1 eV
* Kohn-Sham gap (alpha / beta): 7.24 / 7.25 eV
* spin multiplicity: 5
* DFT total energy: -3849.62018 Ha
* lowest unoccupied orbital energy (alpha / beta): 0.2 / 0.2 eV
* strongest force on any atom: 0.0580 Eh/bohr
* ΔE to the lowest compared entry with this formula, charge and spin: 0.0 kcal/mol

Each line ends with the Löwdin spin population.
Element x y z (Å)
C1 -5.37 -0.35 -5.15  0.000
C2 -5.32 1.10 -5.53  0.000
H1 -6.42 -0.65 -5.09  0.000
H2 -4.88 -0.54 -4.19  0.000
H3 -4.90 -0.95 -5.93  0.000
C3 -6.42 1.72 -6.01  0.000
C4 -7.81 1.15 -5.92  0.000
H4 -6.35 2.68 -6.54  0.000
H5 -8.16 1.08 -4.87  0.000
H6 -7.93 0.16 -6.39  0.000
H7 -8.50 1.82 -6.45  0.000
Pm1 -0.57 0.87 -2.45  4.033
Cl1 -0.42 0.90 -5.09  -0.010
C5 1.95 2.33 -3.25  0.000
O1 1.05 2.42 -2.37  -0.005
N1 2.55 3.43 -3.68  0.000
C6 2.08 4.66 -3.06  0.000
C7 3.28 3.45 -4.92  0.000
H8 2.24 1.36 -3.69  0.000
H9 1.95 4.50 -1.99  0.000
H10 1.11 4.96 -3.48  0.000
H11 2.83 5.43 -3.27  0.000
H12 3.86 2.52 -4.97  0.000
H13 3.92 4.33 -4.92  0.000
H14 2.60 3.47 -5.78  0.000
H15 3.50 1.81 1.59  0.000
H16 2.88 -0.23 2.53  0.000
C8 2.49 2.21 1.66  0.000
C9 1.81 -0.04 2.47  0.000
N2 1.55 1.11 1.62  0.000
H17 2.29 2.89 0.84  0.000
C10 0.42 1.11 0.90  0.000
O2 0.15 1.88 -0.05  -0.002
H18 1.30 -0.90 2.04  0.000
H19 -0.29 0.33 1.21  0.000
H20 2.41 2.75 2.62  0.000
H21 1.42 0.11 3.48  0.000
H22 -5.03 -1.65 3.14  0.000
H23 -4.90 0.74 0.07  0.000
C11 -4.98 -0.56 3.12  0.000
C12 -4.95 0.97 1.15  0.000
N3 -4.37 -0.12 1.88  0.000
H24 -4.36 -0.24 3.98  0.000
C13 -3.10 -0.50 1.58  0.000
O3 -2.39 0.11 0.79  0.000
H25 -4.37 1.89 1.32  0.000
H26 -2.81 -1.45 2.09  0.000
H27 -5.98 -0.11 3.20  0.000
H28 -5.99 1.09 1.50  0.000
O4 -3.27 1.79 -4.19  0.000
C14 -3.91 1.71 -5.51  0.000
C15 -4.59 4.10 -6.10  0.000
C16 -3.74 3.00 -6.29  0.000
H29 -5.39 4.03 -5.34  0.000
C17 -4.47 5.23 -6.93  0.000
H30 -3.30 0.96 -6.04  0.000
C18 -2.68 3.11 -7.20  0.000
H31 -5.23 6.02 -6.82  0.000
C19 -3.45 5.28 -7.89  0.000
C20 -2.51 4.26 -7.97  0.000
H32 -2.00 2.25 -7.28  0.000
H33 -3.37 6.17 -8.51  0.000
H34 -1.68 4.33 -8.68  0.000
Si1 -3.75 2.74 -2.72  0.000
Cl2 -5.07 1.10 -2.18  0.000
C21 -5.35 3.72 -2.34  0.000
C22 -2.58 4.22 -3.47  0.000
C23 -2.65 2.96 -1.11  -0.002
H35 -5.60 4.48 -3.08  0.000
H36 -5.25 4.17 -1.33  0.000
H37 -6.23 3.05 -2.27  0.000
H38 -3.04 3.90 -0.68  0.000
H39 -1.58 3.18 -1.26  -0.001
H40 -2.73 2.19 -0.32  0.000
H41 -3.24 4.97 -3.94  0.000
H42 -1.90 3.83 -4.23  0.000
H43 -1.98 4.73 -2.70  0.000
C24 0.48 -3.03 -2.39  0.000
S1 0.91 -1.51 -1.59  0.000
O5 1.97 -1.81 -0.67  0.000
O6 1.23 -0.55 -2.71  -0.004
O7 -0.35 -0.95 -0.99  -0.007
H44 1.02 -3.05 -3.35  0.000
H45 -0.60 -3.02 -2.54  0.000
H46 0.79 -3.88 -1.79  0.000

***

Record 2
Computed, not measured: one molecule with the formula C6H14O at a distorted geometry, with ωB97M-V with the def2-TZVPD basis set.

Computed properties:
* structure (SMILES): CCCCCCO
* highest occupied orbital energy: -10.2 eV
* Kohn-Sham gap: 11.14 eV
* spin multiplicity: 1
* DFT total energy: -312.21226 Ha
* lowest unoccupied orbital energy: 0.9 eV
* strongest force on any atom: 0.0568 Eh/bohr
* ΔE to the lowest compared entry with this formula, charge and spin: 26.8 kcal/mol

Each line ends with the natural charge from an NBO analysis.
Element x y z (Å)
C1 -1.38 0.59 -1.35  -0.075
O1 -1.38 1.82 -0.66  -0.716
C2 0.04 -0.06 -1.43  -0.438
C3 0.18 -1.35 -0.59  -0.404
C4 -0.07 -1.30 0.90  -0.401
C5 0.46 -0.04 1.66  -0.404
C6 2.00 0.14 1.40  -0.613
H1 -1.87 0.56 -2.33  0.167
H2 -1.97 -0.08 -0.72  0.170
H3 -1.09 2.52 -1.28  0.467
H4 0.44 -0.17 -2.44  0.207
H5 0.68 0.76 -1.09  0.203
H6 -0.57 -1.99 -1.07  0.203
H7 1.18 -1.74 -0.77  0.204
H8 -1.14 -1.27 1.11  0.196
H9 0.33 -2.24 1.29  0.203
H10 0.50 -0.29 2.72  0.202
H11 -0.23 0.75 1.38  0.223
H12 2.16 0.37 0.35  0.200
H13 2.52 -0.79 1.63  0.198
H14 2.40 0.86 2.12  0.209